Run A
Here is a single CHN3OS molecule from the Open Molecules 2025 dataset. Energies are from the ωB97M-V functional and the def2-TZVPD basis.

Last columns: bonded neighbours and bond lengths (Å).
CARTESIAN COORDINATES (ANGSTROEM)
1 S 1.555 -0.802 0.929  C2 1.776, H7 1.453
2 C 0.211 -0.008 0.083  S1 1.776, N3 1.334, N6 1.304
3 N -0.066 1.259 0.394  C2 1.334, N4 1.231
4 N -1.032 1.613 -0.282  N3 1.231, O5 1.310
5 O -1.472 0.601 -0.988  N4 1.310, N6 1.338
6 N -0.648 -0.436 -0.800  C2 1.304, O5 1.338
7 H 1.452 -2.227 0.664  S1 1.453

Output
* SMILES: Sc1nnon1
* Kohn-Sham gap: 10.440 eV
* E_HOMO: -10.197 eV

Atomic partial charges in e from the natural (NBO) method, atoms 1 to 6:
1 S 0.0408
2 C 0.1137
3 N -0.2534
4 N 0.1454
5 O -0.1028
6 N -0.1278



Run B
Here is a single CHN3OS molecule from the Open Molecules 2025 dataset. Energies are from the ωB97M-V functional and the def2-TZVPD basis.

Last columns: bonded neighbours and bond lengths (Å).
CARTESIAN COORDINATES (ANGSTROEM)
1 S 0.211 1.906 -1.342  C2 1.634
2 C 0.211 0.628 -0.324  S1 1.634, N3 1.419, N6 1.324
3 N 1.336 0.155 0.398  C2 1.419, N4 1.252
4 N 0.992 -0.879 1.013  N3 1.252, O5 1.367
5 O -0.301 -1.245 0.763  N4 1.367, N6 1.382
6 N -0.762 -0.229 -0.052  C2 1.324, O5 1.382, H7 1.015
7 H -1.687 -0.336 -0.456  N6 1.015

Output
* SMILES: S=c1nno[nH]1
* Kohn-Sham gap: 8.428 eV
* E_HOMO: -9.118 eV

Atomic partial charges in e from the natural (NBO) method, atoms 1 to 6:
1 S -0.1133
2 C 0.1070
3 N -0.1820
4 N 0.1801
5 O -0.1442
6 N -0.2905



Comparing the structures above, run A comes out on top by 0.253 eV.